Record 1
{"formula": "C15H34BBrCaF7Li2NO6P", "method": "ωB97M-V/def2-TZVPD", "total_charge": -1, "molar_mass_g_mol": 633.07, "lumo_energy_ev": -1.196, "energy_ha": -5429.96419, "elements": ["B", "C", "C", "C", "C", "N", "C", "C", "C", "O", "H", "H", "H", "H", "H", "H", "H", "H", "H", "H", "H", "H", "H", "H", "H", "H", "Li", "C", "C", "O", "O", "H", "H", "H", "Ca", "Br", "C", "C", "O", "H", "H", "H", "H", "H", "C", "C", "C", "O", "C", "H", "H", "H", "H", "H", "H", "H", "H", "Li", "F", "P", "F", "F", "F", "F", "F", "F", "O", "H", "H"], "coordinates": [[0.4752, 0.4483, -1.1820], [0.7472, 1.7034, -2.1039], [-0.0152, 2.9857, -1.6127], [-1.4727, 3.0529, -2.1524], [-2.4529, 2.7357, -0.9685], [-3.6602, 1.9982, -1.3573], [-4.5471, 1.9657, -0.1413], [-3.3616, 0.6427, -1.7095], [-3.4770, 0.1378, -3.1621], [-3.0419, -0.2006, -0.8712], [0.0478, -0.5907, -1.5937], [0.7350, 0.4846, -0.0196], [1.8326, 1.9518, -2.0412], [0.5214, 1.4668, -3.1602], [0.5357, 3.8564, -2.0158], [0.0437, 3.0915, -0.5080], [-1.6800, 2.3784, -2.9966], [-1.6499, 4.0867, -2.4935], [-1.8899, 2.2674, -0.1080], [-2.8037, 3.7244, -0.6077], [-3.8868, 2.0660, 0.7541], [-5.1965, 2.8537, -0.1863], [-5.1069, 1.0199, -0.1472], [-3.7528, -0.9503, -3.1414], [-2.5455, 0.3153, -3.7059], [-4.3386, 0.6830, -3.7112], [-1.9656, 0.0687, 0.6329], [4.0468, 2.1996, 2.5334], [2.6962, 1.8155, 1.9441], [2.4359, 0.6046, 1.9026], [1.9640, 2.8051, 1.5687], [4.6070, 1.3170, 2.8327], [4.6289, 2.7492, 1.7932], [3.9093, 2.8396, 3.4127], [0.7429, 2.5315, 3.1492], [-3.7411, 2.3125, -4.5517], [-1.6052, -4.5913, -0.8104], [-1.7349, -3.3012, 0.0368], [-1.8843, -3.6400, 1.3136], [-2.4999, -5.2112, -0.7253], [-1.4773, -4.3306, -1.8848], [-0.7396, -5.1886, -0.5167], [-2.5573, -2.7205, -0.4450], [-0.8358, -2.6881, -0.2379], [2.5447, -2.9485, -2.0749], [3.1592, -3.1488, -0.6999], [2.3118, -4.2787, -0.1414], [1.8979, -5.0785, -1.2622], [2.1931, -4.3723, -2.4723], [3.2100, -2.4607, -2.7875], [1.6349, -2.3487, -1.9907], [4.1985, -3.4742, -0.8014], [3.1417, -2.2559, -0.0752], [1.4115, -3.8956, 0.3505], [2.8572, -4.9016, 0.5692], [3.0412, -4.8709, -2.9556], [1.3327, -4.4207, -3.1434], [-3.0818, -6.0815, -2.3572], [3.3936, 4.5486, 7.1975], [3.1337, 5.7496, 6.1092], [4.2709, 4.9907, 5.1875], [2.0026, 6.7311, 5.4963], [2.8726, 6.4972, 7.5395], [2.0595, 4.7100, 5.4089], [4.2104, 6.9498, 5.8049], [-0.0340, 7.1266, 5.4680], [-2.8372, -7.9526, -0.0234], [-3.0946, -8.6664, 0.5693], [-1.8796, -7.8943, 0.0791]], "atomic_forces_ev_per_a": [[0.3, 0.3, -0.8], [0.0, -0.4, 0.5], [0.4, 0.2, -1.0], [0.2, -0.1, 1.4], [-0.1, 1.3, -1.6], [0.1, -0.7, 1.6], [0.7, 0.3, -0.6], [0.1, -1.0, -2.4], [-1.8, -1.5, 1.6], [0.3, 0.6, 1.2], [-0.1, 0.1, -0.1], [-0.3, 0.2, 0.4], [-0.5, -0.3, 0.0], [0.1, 0.4, 0.4], [-0.2, -0.4, 0.2], [-0.1, -0.1, -0.5], [0.3, 0.3, 0.2], [-0.2, -0.6, 0.0], [-0.3, -0.2, -0.2], [0.1, -0.7, 0.2], [-0.7, -0.3, -0.1], [0.1, -0.5, 0.1], [0.0, 0.6, 0.3], [0.8, 0.5, 0.5], [-0.4, -0.2, 0.0], [1.5, -1.2, 1.2], [-0.2, -0.7, -0.4], [0.0, 0.0, 0.0], [3.7, -0.8, -0.6], [-1.7, 0.8, 0.3], [-0.5, -0.2, -0.6], [-0.1, 0.0, 0.0], [-0.1, 0.2, 0.1], [0.1, 0.2, -0.1], [-0.8, 1.0, 1.7], [-0.2, 3.5, -2.4], [0.5, -0.2, -1.6], [-0.4, -0.5, 0.2], [0.0, 0.7, 0.1], [-0.5, -0.1, 0.7], [0.1, 0.0, -0.1], [-0.1, 0.0, 0.1], [-0.3, 0.0, 0.1], [0.3, -0.1, 0.1], [-0.2, 0.2, -0.1], [0.3, -0.1, 0.0], [-0.3, 0.0, 0.2], [0.1, 0.2, -0.1], [0.1, -0.2, 0.0], [0.0, 0.0, 0.0], [0.0, 0.0, 0.0], [0.0, 0.0, 0.0], [0.0, 0.0, 0.0], [0.0, 0.0, 0.1], [0.0, -0.1, -0.1], [0.0, 0.1, -0.1], [0.0, -0.1, 0.0], [0.4, 0.3, 0.7], [0.8, -1.2, -0.4], [-0.3, 2.2, 0.4], [-0.4, -1.2, -0.9], [2.6, 0.3, -0.3], [-0.6, 0.8, 0.1], [-0.8, -2.8, -0.3], [0.5, 0.7, 0.9], [-2.2, 0.1, -0.3], [0.2, 0.0, -0.4], [-0.1, 0.1, 0.0], [-0.1, 0.2, 0.1]], "mulliken_charge": [-0.0447, -0.6592, -0.7334, -0.4051, -0.5447, 0.1912, -0.8376, 0.7562, -1.4573, -0.5704, -0.0148, 0.0231, 0.3377, 0.3699, 0.3742, 0.2300, 0.0816, 0.4035, 0.0937, 0.3640, 0.2733, 0.2834, 0.3489, 0.4000, 0.3037, 0.3281, 0.7702, -0.5436, 0.5415, -0.5738, -0.7401, 0.3179, 0.2922, 0.0576, 1.4055, -0.7310, -0.9962, 0.4680, -0.9430, 0.1982, 0.4500, 0.1773, 0.0079, -0.2434, 0.0169, -0.5443, -0.3256, -0.4251, -0.4722, 0.4119, -0.2749, 0.2899, 0.2713, 0.1630, 0.3162, 0.2882, 0.2618, 0.9253, -0.3542, 0.9240, -0.3397, -0.2140, -0.3359, -0.2927, -0.3531, -0.7746, -0.6066, 0.2970, 0.3369]}



Record 2
{"formula": "C5H15N2O", "method": "ωB97M-V/def2-TZVPD", "total_charge": 2, "molar_mass_g_mol": 119.19, "lumo_energy_ev": [-6.892, -13.465], "de_lowest_kj_mol": 290.44, "energy_ha": -383.49972, "multiplicity": 2, "s_squared": 0.755, "elements": ["C", "N", "C", "C", "C", "O", "C", "N", "H", "H", "H", "H", "H", "H", "H", "H", "H", "H", "H", "H", "H", "H", "H"], "coordinates": [[0.6796, -1.3108, 0.6695], [0.5088, -0.0959, -0.2169], [0.4650, 1.3398, 0.2276], [-0.8205, 1.8847, 0.7676], [-2.2516, 1.8744, -0.0574], [-2.8494, 0.6775, 0.0084], [1.1297, -2.4286, -0.2948], [2.1537, -1.8125, -1.1769], [-0.3232, -1.5214, 1.0365], [1.3947, -1.0938, 1.4585], [-0.2447, -0.2121, -0.8798], [0.8066, 1.9289, -0.6243], [1.2324, 1.4423, 0.9955], [-0.6675, 2.9321, 0.9725], [-1.1930, 1.4140, 1.6788], [-2.8590, 2.7005, 0.2725], [-1.9803, 2.0208, -1.1235], [-3.5367, 0.6788, 0.7123], [0.2888, -2.7499, -0.8845], [1.5487, -3.1711, 0.3170], [2.0673, -2.1036, -2.1382], [1.3774, -0.2725, -0.8300], [3.0731, -2.1217, -0.8905]], "atomic_forces_ev_per_a": [[-1.5, 0.3, -0.5], [0.8, 0.7, -0.4], [0.3, -0.8, -0.5], [0.2, -0.5, 1.2], [-0.5, 0.3, -1.8], [0.1, 0.0, 0.6], [0.5, 2.1, -0.5], [-0.2, -0.3, 0.4], [0.3, -0.2, 0.6], [0.0, 0.1, 0.0], [-0.5, -0.5, -0.1], [0.0, 0.0, 0.0], [-0.1, 0.2, 0.3], [-0.2, 0.6, -0.2], [0.3, -0.1, 0.1], [-0.1, 0.3, 0.7], [0.5, 0.0, 0.2], [-0.2, -0.3, -0.2], [-0.3, -0.5, -0.1], [0.3, -1.5, 0.5], [-0.2, -0.1, -0.2], [0.1, 0.0, 0.0], [0.2, 0.2, 0.0]], "mulliken_charge": [-0.6260, -0.2028, -0.7460, -0.2542, -0.4246, -0.2152, -0.5625, -0.5968, 0.3465, 0.3853, 0.3924, 0.4151, 0.3730, 0.4233, 0.3268, 0.4190, 0.3307, 0.4534, 0.3790, 0.3843, 0.2185, 0.5565, 0.2244]}